Entry i
# C5H10

The molecule C5H10 (wB97M-V/def2-TZVPD, the OMol25 dataset).

HOMO-LUMO gap = 10.07 eV
LUMO energy = 1.28 eV
HOMO level = -8.79 eV
charge = 0

Positions of all 15 atoms, in Å:
C -0.428 1.854 -0.116
C -0.128 0.496 0.488
C 1.152 -0.162 -0.006
C 0.522 -1.542 0.082
C -0.883 -0.964 -0.077
H -1.364 2.291 0.236
H 0.363 2.600 0.082
H -0.463 1.749 -1.211
H -0.737 0.076 1.270
H 1.249 0.118 -1.071
H 2.130 -0.006 0.464
H 0.674 -1.934 1.096
H 0.822 -2.288 -0.647
H -1.667 -1.536 0.482
H -1.243 -0.752 -1.072



Entry ii
# C5H10

The molecule C5H10 (wB97M-V/def2-TZVPD, the OMol25 dataset).

HOMO-LUMO gap = 10.79 eV
LUMO energy = 1.29 eV
HOMO level = -9.50 eV
charge = 0

Positions of all 15 atoms, in Å:
C -2.673 -0.653 0.021
C -1.590 0.134 0.056
C -0.189 -0.400 -0.037
C 0.858 0.714 0.045
C 2.279 0.173 -0.049
H -3.671 -0.231 0.090
H -2.589 -1.731 -0.078
H -1.728 1.209 0.155
H -0.070 -0.936 -0.987
H -0.020 -1.114 0.778
H 0.743 1.263 0.988
H 0.694 1.438 -0.763
H 2.309 -0.916 -0.153
H 2.850 0.443 0.845
H 2.796 0.608 -0.911



Entry iii
# C5H10

The molecule C5H10 (wB97M-V/def2-TZVPD, the OMol25 dataset).

HOMO-LUMO gap = 9.18 eV
LUMO energy = 1.15 eV
HOMO level = -8.03 eV
charge = 0

Positions of all 15 atoms, in Å:
C -0.274 -1.452 -1.447
C -0.439 -0.023 -0.937
C 0.757 0.506 -0.172
C 0.353 0.254 1.632
C 0.363 1.540 0.814
H -0.258 -2.169 -0.615
H -1.097 -1.735 -2.113
H 0.670 -1.554 -1.991
H -0.476 0.662 -1.798
H -1.411 0.095 -0.421
H 0.880 -0.498 0.880
H 1.085 0.228 2.438
H -0.639 -0.115 1.893
H -0.632 1.991 0.723
H 1.118 2.269 1.113



Entry iv
# C5H10

The molecule C5H10 (wB97M-V/def2-TZVPD, the OMol25 dataset).

HOMO-LUMO gap = 11.84 eV
LUMO energy = 1.31 eV
HOMO level = -10.52 eV
charge = 0

Positions of all 15 atoms, in Å:
C -0.695 -1.584 -0.600
C -0.635 -0.201 0.032
C 0.054 0.911 -0.800
C 0.881 1.318 0.440
C 0.407 0.033 1.159
H -1.278 -2.286 0.006
H -1.149 -1.542 -1.597
H 0.314 -2.000 -0.714
H -1.637 0.113 0.348
H 0.669 0.502 -1.609
H -0.601 1.678 -1.225
H 0.513 2.233 0.913
H 1.960 1.416 0.291
H 0.022 0.157 2.177
H 1.174 -0.749 1.178



It is entry iv that is the most stable of them.



Entry i
# C5H10

The molecule C5H10 (wB97M-V/def2-TZVPD, the OMol25 dataset).

HOMO-LUMO gap (spin up / spin down) = 7.85 / 8.37 eV
LUMO energy (spin up / spin down) = 0.67 / 0.87 eV
HOMO level (spin up / spin down) = -7.17 / -7.50 eV
charge = 0

Positions of all 15 atoms, in Å:
C -0.373 -1.208 -1.087
C 0.690 -0.945 1.260
C 0.174 1.799 -0.455
C -0.388 -0.607 0.292
C -0.180 0.798 0.585
H -0.507 1.200 1.538
H -1.337 -1.058 -1.582
H 0.391 -0.770 -1.733
H 0.446 -1.744 1.953
H 1.648 -0.503 1.506
H -1.235 -0.896 0.961
H -0.153 -2.276 -1.022
H 1.240 1.741 -0.726
H -0.389 1.649 -1.379
H -0.027 2.818 -0.113



Entry ii
# C5H10

The molecule C5H10 (wB97M-V/def2-TZVPD, the OMol25 dataset).

HOMO-LUMO gap = 11.80 eV
LUMO energy = 1.31 eV
HOMO level = -10.50 eV
charge = 0

Positions of all 15 atoms, in Å:
C -1.863 -0.012 0.124
C -0.428 -0.007 -0.458
C 0.542 1.082 0.009
C 1.683 0.005 0.086
C 0.592 -1.075 0.023
H -1.798 0.114 1.236
H -2.459 0.839 -0.228
H -2.406 -0.932 -0.046
H -0.506 -0.066 -1.545
H 0.711 1.968 -0.639
H 0.272 1.447 1.017
H 2.369 0.030 0.933
H 2.274 0.027 -0.854
H 0.304 -1.494 1.003
H 0.715 -1.925 -0.658



Entry iii
# C5H10

The molecule C5H10 (wB97M-V/def2-TZVPD, the OMol25 dataset).

HOMO-LUMO gap = 11.08 eV
LUMO energy = 1.11 eV
HOMO level = -9.97 eV
charge = 0

Positions of all 15 atoms, in Å:
C 0.985 -1.200 -0.114
C 0.097 -0.013 -0.080
C 0.359 0.992 -1.225
C -0.282 0.464 1.262
C -1.295 -0.235 0.353
H 1.987 -0.934 -0.272
H 0.676 -1.864 -0.898
H 0.852 -1.726 0.891
H 0.549 0.350 -2.145
H 1.290 1.751 -1.336
H -0.581 1.692 -1.369
H -0.332 1.475 1.318
H 0.150 -0.085 2.069
H -2.034 0.504 -0.030
H -1.740 -1.211 0.598



It is entry ii that is the most stable of them.